96
Properties=species:S:1:pos:R:3:forces:R:3:mulliken_charge:R:1 method="wB97M-V/def2-TZVPD" homo_lumo_gap_ev="7.027 / 7.031" e_above_lowest_kj_mol=78.3 charge=0 homo_energy_ev="-7.13 / -7.13" energy_ha=-2774.21567 e_lumo_ev="-0.10 / -0.09"
Ce -0.34748 -2.74492 -0.12882 2.225 0.406 -1.581 0.75
Cl 0.67852 -2.64040 2.26181 -0.188 -0.150 0.376 -0.52
P 0.91672 0.62343 0.84136 0.094 0.399 -0.038 0.58
C 1.46248 -3.61448 -0.86640 -1.130 0.085 0.349 -0.72
H 1.78023 -3.77349 -1.91369 0.021 0.042 0.578 0.17
H 2.24238 -3.82311 -0.11571 -0.098 -0.008 -0.214 0.36
C 0.24020 2.24127 0.12887 0.058 -0.475 0.307 0.35
C 2.75742 0.57100 0.43332 -0.484 -0.203 0.240 -0.01
C 0.42302 2.27022 -1.39787 -0.143 0.111 -0.040 -0.19
H -0.83996 2.11581 0.33931 0.169 0.053 -0.179 0.53
C -0.44372 3.37284 -2.01798 -0.006 -0.057 0.020 -0.62
H 1.47645 2.46913 -1.64640 -0.305 -0.090 0.045 0.40
H 0.17146 1.29412 -1.83986 0.071 0.183 0.101 -0.88
C -0.15610 4.74855 -1.40276 0.116 -0.070 0.013 -0.83
H -0.27583 3.40357 -3.10088 -0.085 0.029 0.118 0.43
H -1.50151 3.11674 -1.86505 0.081 0.027 -0.013 0.20
C -0.17398 4.73079 0.13048 -0.113 -0.087 0.050 -0.93
H 0.82773 5.09499 -1.74762 -0.076 -0.061 0.039 0.34
H -0.89231 5.47524 -1.76655 0.150 -0.060 0.017 0.42
C 0.65058 3.58720 0.74194 0.144 0.196 -0.105 -0.28
H 0.19149 5.68926 0.51792 -0.091 -0.098 -0.051 0.40
H -1.21176 4.62706 0.47423 0.044 0.010 -0.032 0.36
H 1.71758 3.77623 0.55806 -0.277 -0.037 0.039 0.14
H 0.51295 3.59035 1.83148 -0.017 0.006 -0.355 0.04
C 0.88730 0.85435 2.70944 0.078 -0.447 -0.364 0.32
C 3.46881 1.91339 0.23270 0.193 0.066 0.018 -0.55
H 3.19307 0.07859 1.32295 -0.043 0.026 -0.261 0.99
C 4.96288 1.70655 -0.04882 -0.040 -0.098 0.006 -1.12
H 3.01924 2.45043 -0.61433 0.189 -0.145 0.229 0.04
H 3.35867 2.55786 1.11811 0.004 -0.224 -0.286 0.16
C 5.22187 0.75068 -1.22058 -0.059 0.068 -0.021 -0.74
H 5.42719 2.67924 -0.25353 0.005 -0.151 0.066 0.40
H 5.43714 1.30783 0.85836 -0.027 0.022 -0.085 0.37
C 4.44089 -0.56385 -1.10492 -0.017 0.008 0.143 -1.05
H 4.95534 1.25317 -2.16123 -0.028 -0.043 0.110 0.31
H 6.29487 0.53282 -1.27482 -0.120 0.049 -0.076 0.43
C 2.95645 -0.35473 -0.77803 0.213 0.027 -0.119 0.75
H 4.52556 -1.13084 -2.04139 0.035 0.026 0.207 0.36
H 4.89092 -1.17865 -0.31067 -0.080 0.071 -0.128 0.40
H 2.45469 0.08135 -1.65580 0.097 0.014 0.208 -0.21
H 2.48189 -1.33796 -0.61153 0.132 0.388 -0.022 -0.44
C -0.52404 1.23443 3.18881 0.068 0.156 0.040 -0.45
H 1.07043 -0.18675 3.03241 -0.047 0.302 0.054 0.39
C -0.61765 1.25943 4.72189 0.123 -0.151 -0.001 -0.78
H -0.79711 2.22616 2.79710 0.029 -0.148 0.072 0.22
H -1.25870 0.52010 2.78763 0.159 0.108 0.024 -0.35
C 0.48365 2.10627 5.37427 -0.027 0.069 -0.152 -0.77
H -1.60335 1.63661 5.02332 0.134 -0.094 -0.011 0.40
H -0.53843 0.22756 5.09245 -0.015 0.112 -0.053 0.35
C 1.88306 1.74720 4.86257 -0.028 -0.191 -0.044 -1.04
H 0.28659 3.16823 5.17451 0.023 -0.071 -0.015 0.32
H 0.44918 1.97851 6.46322 -0.021 0.070 -0.155 0.37
C 1.97894 1.73503 3.32951 -0.087 0.307 0.084 -0.54
H 2.62225 2.44929 5.26884 -0.105 -0.145 -0.025 0.39
H 2.15069 0.74702 5.22977 -0.020 0.099 0.001 0.40
H 1.88671 2.76623 2.95794 0.086 -0.235 0.133 0.06
H 2.97845 1.38081 3.03954 -0.272 0.067 0.047 0.29
C -3.52546 -0.80612 1.44504 -0.323 1.100 0.314 -0.48
C -2.98921 -1.77495 0.72677 -0.264 -0.903 -1.309 1.11
H -3.40243 0.23671 1.12693 -0.110 -0.413 -0.174 0.44
C -3.11922 -3.25335 1.06200 -0.388 -0.259 0.551 -0.46
H -2.65702 -1.55645 -0.31630 -0.126 0.301 0.916 -0.41
C -4.25987 -3.48750 2.09226 0.053 0.152 -0.191 -1.06
H -3.34847 -3.85512 0.15915 0.190 0.347 0.240 0.34
H -2.18268 -3.66839 1.50974 -0.365 0.185 -0.059 0.29
C -4.27438 -2.44113 3.21015 0.265 0.089 0.174 -0.71
H -5.21117 -3.42229 1.54657 0.147 -0.137 0.072 0.38
H -4.17853 -4.48906 2.53716 -0.066 0.223 -0.243 0.40
C -4.33502 -0.99125 2.69361 -0.009 -0.399 0.600 -0.74
H -5.11470 -2.64281 3.88665 0.152 0.064 -0.151 0.38
H -3.36400 -2.54475 3.81320 -0.048 -0.069 -0.089 0.30
H -5.38817 -0.68177 2.55428 0.428 -0.078 -0.359 0.38
H -3.96844 -0.31727 3.48451 0.009 -0.126 -0.241 0.24
C 2.17870 -3.45512 -4.85061 -0.270 -0.016 0.150 -0.66
C 2.24838 -2.16352 -4.30287 -0.189 -0.319 -0.243 -0.49
C 1.18749 -1.66750 -3.55079 -0.241 -0.496 -0.290 0.34
C 0.05454 -2.47402 -3.30627 0.346 0.002 -0.367 -0.05
C -0.04814 -3.73735 -3.91885 0.436 0.531 -0.026 -0.36
C 1.02324 -4.23016 -4.66606 -0.028 0.317 -0.150 -0.72
N -0.88240 -2.02915 -2.35192 -0.110 -0.044 1.121 0.56
C -2.15692 -1.58882 -2.75295 -0.119 0.212 0.222 -0.12
C -2.52136 -0.24788 -2.48087 -0.190 -0.356 -0.209 0.12
C -3.81715 0.19177 -2.74274 -0.153 -0.251 -0.110 -0.59
C -4.76319 -0.69390 -3.27631 0.014 -0.042 0.121 -0.64
C -4.41116 -2.02271 -3.53334 0.198 0.005 -0.120 -0.75
C -3.11343 -2.47436 -3.28632 -0.068 0.608 0.089 -0.46
H 3.00625 -3.85618 -5.44126 -0.250 0.174 0.237 0.36
H 3.12733 -1.54432 -4.48653 -0.196 -0.154 0.077 0.42
H 1.20778 -0.65690 -3.14194 -0.015 -0.367 -0.021 0.09
H -0.96741 -4.30549 -3.78049 0.417 -0.064 0.019 0.19
H 0.93832 -5.21655 -5.12482 0.131 0.248 0.127 0.36
H -1.76999 0.42893 -2.06171 -0.254 -0.297 -0.157 0.46
H -4.09938 1.22655 -2.53223 0.099 -0.315 -0.077 0.40
H -5.78251 -0.35803 -3.47751 0.328 -0.069 0.069 0.37
H -5.14262 -2.72544 -3.93958 0.139 0.293 0.125 0.39
H -2.81162 -3.50210 -3.48462 -0.265 0.259 0.052 0.22